## a
{
  "formula": "C9H14",
  "method": "ωB97M-V with the def2-TZVPD basis set",
  "species": ["C", "C", "C", "C", "C", "C", "C", "H", "H", "H", "H", "H", "H", "H", "H", "C", "C", "H", "H", "H", "H", "H", "H"],
  "positions_angstrom": [[0.412, -1.240, -1.849], [1.487, -1.535, 1.622], [1.023, -1.976, 0.390], [1.496, -0.142, 1.961], [0.643, -0.913, -0.466], [1.302, 0.851, 0.979], [0.829, 0.463, -0.255], [1.687, -2.179, 2.426], [1.060, -3.010, 0.070], [1.743, 0.211, 2.902], [1.611, 1.797, 1.344], [-0.085, -0.414, -2.509], [-0.241, -2.125, -1.952], [0.632, 1.209, -1.100], [1.357, -1.360, -2.382], [-3.016, 1.913, -1.489], [-2.676, 1.707, 0.030], [-3.916, 2.615, -1.734], [-2.213, 2.550, -1.881], [-2.933, 0.942, -1.944], [-2.223, 2.551, 0.488], [-1.991, 0.917, 0.086], [-3.488, 1.528, 0.648]],
  "smiles": "Cc1ccccc1.CC",
  "e_homo_ev": -8.7436,
  "lumo_ev": 1.000,
  "orbital_gap_ev": 9.74
}


## b
{
  "formula": "C9H14",
  "method": "ωB97M-V with the def2-TZVPD basis set",
  "species": ["C", "C", "C", "C", "C", "C", "C", "H", "H", "H", "H", "H", "H", "H", "H", "C", "C", "H", "H", "H", "H", "H", "H"],
  "positions_angstrom": [[-2.098, -0.615, 1.273], [-1.064, 0.370, 1.022], [-1.025, 0.996, -0.181], [-0.163, 0.843, 1.978], [-0.122, 1.919, -0.675], [0.914, 1.674, 1.497], [0.946, 2.101, 0.169], [-2.142, -1.112, 2.193], [-2.005, -1.542, 0.741], [-1.912, 0.670, -0.783], [-0.186, 0.659, 3.021], [-0.205, 2.469, -1.610], [1.686, 2.152, 1.989], [1.709, 2.791, -0.076], [-3.200, -0.230, 1.115], [0.884, -1.930, -0.749], [1.333, -1.283, -2.069], [1.833, -2.156, -0.091], [0.032, -1.400, -0.206], [0.422, -2.896, -0.991], [1.109, -0.228, -2.222], [2.395, -1.408, -2.433], [0.857, -1.842, -2.910]],
  "smiles": "Cc1ccccc1.CC",
  "e_homo_ev": -9.0813,
  "lumo_ev": 1.001,
  "orbital_gap_ev": 10.08
}


## c
{
  "formula": "C9H14",
  "method": "ωB97M-V with the def2-TZVPD basis set",
  "species": ["C", "C", "H", "H", "H", "H", "H", "H", "C", "C", "C", "C", "C", "C", "C", "H", "H", "H", "H", "H", "H", "H", "H"],
  "positions_angstrom": [[2.026, 0.357, 3.564], [0.761, 0.047, 2.630], [1.813, 0.995, 4.428], [2.612, -0.435, 3.842], [2.723, 0.914, 2.773], [1.127, -0.419, 1.621], [0.097, 0.877, 2.567], [0.124, -0.778, 2.931], [-1.534, 1.209, -3.259], [-0.117, -1.502, -0.163], [-1.234, -0.661, 0.036], [0.720, -1.189, -1.255], [-1.777, 0.120, -0.986], [0.234, -0.302, -2.201], [-1.035, 0.305, -2.094], [0.309, -2.128, 0.626], [-1.728, -0.714, 0.971], [1.718, -1.677, -1.327], [-2.720, 0.614, -0.836], [0.858, 0.021, -3.059], [-2.565, 1.452, -3.130], [-1.550, 0.694, -4.276], [-0.863, 2.199, -3.400]],
  "smiles": "Cc1ccccc1.CC",
  "e_homo_ev": -8.9278,
  "lumo_ev": 0.973,
  "orbital_gap_ev": 9.90
}


## d
{
  "formula": "C9H14",
  "method": "ωB97M-V with the def2-TZVPD basis set",
  "species": ["C", "C", "H", "H", "H", "H", "H", "H", "C", "C", "C", "C", "C", "C", "C", "H", "H", "H", "H", "H", "H", "H", "H"],
  "positions_angstrom": [[-0.833, -2.785, -2.338], [0.355, -2.552, -1.348], [-0.748, -1.873, -2.949], [-0.637, -3.648, -2.971], [-1.738, -2.918, -1.772], [-0.009, -2.068, -0.433], [1.257, -2.085, -1.685], [0.697, -3.508, -0.903], [0.244, 1.506, -1.296], [-0.647, 2.400, 2.405], [-0.639, 2.451, 1.004], [0.120, 1.353, 3.024], [0.134, 1.520, 0.229], [0.631, 0.333, 2.289], [0.758, 0.503, 0.919], [-1.322, 3.024, 2.965], [-1.122, 3.334, 0.608], [-0.092, 1.375, 4.093], [1.098, -0.511, 2.778], [-0.678, 1.144, -1.776], [1.062, 0.802, -1.467], [1.377, -0.182, 0.348], [0.733, 2.383, -1.727]],
  "smiles": "Cc1ccccc1.CC",
  "e_homo_ev": -9.0565,
  "lumo_ev": 1.016,
  "orbital_gap_ev": 10.07
}


Going by the computed energies, the most stable comes first: d, c, a, b.


## a
{
  "formula": "C9H14",
  "method": "ωB97M-V with the def2-TZVPD basis set",
  "species": ["C", "C", "H", "H", "H", "H", "H", "H", "C", "C", "C", "C", "C", "C", "C", "H", "H", "H", "H", "H", "H", "H", "H"],
  "positions_angstrom": [[0.412, -2.056, -1.978], [0.363, -3.126, -0.912], [-0.504, -1.380, -1.863], [1.272, -1.502, -1.972], [0.087, -2.574, -2.902], [-0.122, -2.864, 0.069], [1.235, -3.611, -0.711], [-0.460, -3.932, -1.152], [0.430, 2.669, -0.875], [0.706, 0.552, 0.325], [0.142, 1.820, 0.261], [0.083, -0.376, 1.219], [-0.688, 2.364, 1.240], [-0.693, 0.172, 2.247], [-1.039, 1.526, 2.237], [1.248, 0.089, -0.410], [0.055, -1.446, 1.135], [-0.388, 2.384, -1.615], [1.344, 2.486, -1.336], [-0.889, 3.533, 1.230], [-1.146, -0.439, 3.066], [-1.693, 1.980, 3.218], [0.244, 3.732, -0.521]],
  "smiles": "Cc1ccccc1.CC",
  "e_homo_ev": -8.7627,
  "lumo_ev": 1.029,
  "orbital_gap_ev": 9.79
}


## b
{
  "formula": "C9H14",
  "method": "ωB97M-V with the def2-TZVPD basis set",
  "species": ["C", "C", "H", "H", "H", "H", "H", "H", "C", "C", "C", "C", "C", "C", "C", "H", "H", "H", "H", "H", "H", "H", "H"],
  "positions_angstrom": [[0.893, -2.588, 2.593], [1.871, -1.613, 1.998], [0.480, -2.176, 3.533], [0.084, -2.856, 1.919], [1.366, -3.438, 3.100], [2.244, -1.997, 1.043], [2.780, -1.523, 2.601], [1.483, -0.605, 1.919], [-1.682, 2.381, 0.251], [0.797, 1.033, -2.291], [0.124, 1.930, -1.491], [0.134, -0.157, -2.689], [-0.941, 1.480, -0.669], [-0.987, -0.527, -1.993], [-1.643, 0.355, -1.127], [1.688, 1.358, -2.800], [0.351, 2.974, -1.287], [0.497, -0.681, -3.562], [-1.343, -1.554, -2.039], [-1.154, 2.746, 1.139], [-2.663, 2.099, 0.622], [-2.508, -0.029, -0.598], [-1.871, 3.388, -0.171]],
  "smiles": "Cc1ccccc1.CC",
  "e_homo_ev": -8.7946,
  "lumo_ev": 0.931,
  "orbital_gap_ev": 9.73
}


Going by the computed energies, the most stable comes first: b, a.


## a
{
  "formula": "C9H14",
  "method": "ωB97M-V with the def2-TZVPD basis set",
  "species": ["C", "C", "H", "H", "H", "H", "H", "H", "C", "C", "C", "C", "C", "C", "C", "H", "H", "H", "H", "H", "H", "H", "H"],
  "positions_angstrom": [[1.897, -1.526, 1.524], [2.774, -0.262, 1.142], [1.464, -1.762, 2.558], [0.981, -1.544, 1.090], [2.479, -2.392, 1.059], [2.378, 0.014, 0.222], [3.891, -0.669, 1.091], [2.933, 0.666, 1.736], [-2.986, -0.527, -1.703], [-0.873, 1.226, 0.918], [-2.008, 0.920, 0.247], [0.438, 1.268, 0.394], [-1.818, 0.242, -1.015], [0.544, 0.930, -1.019], [-0.609, 0.295, -1.673], [-0.927, 1.582, 1.940], [-3.034, 0.853, 0.705], [1.395, 1.630, 0.859], [1.433, 1.164, -1.632], [-2.533, -1.514, -1.569], [-3.308, -0.122, -2.787], [-0.499, -0.173, -2.659], [-4.011, -0.300, -1.427]],
  "smiles": "Cc1ccccc1.CC",
  "e_homo_ev": -8.8709,
  "lumo_ev": 0.977,
  "orbital_gap_ev": 9.85
}


## b
{
  "formula": "C9H14",
  "method": "ωB97M-V with the def2-TZVPD basis set",
  "species": ["C", "C", "C", "C", "C", "C", "C", "H", "H", "H", "H", "H", "H", "H", "H", "C", "C", "H", "H", "H", "H", "H", "H"],
  "positions_angstrom": [[1.167, -1.921, -0.187], [1.283, -0.019, 1.495], [0.540, -0.976, 0.866], [0.872, 0.770, 2.588], [-0.674, -1.381, 1.395], [-0.379, 0.462, 2.965], [-1.166, -0.599, 2.417], [2.210, 0.419, 1.096], [1.522, 1.698, 2.920], [2.058, -2.462, 0.145], [1.397, -1.655, -1.297], [-1.233, -2.216, 1.015], [-0.681, 1.039, 3.842], [-2.208, -0.706, 2.661], [0.561, -2.776, -0.283], [-1.191, 1.382, -2.262], [0.055, 1.223, -3.161], [-0.984, 1.472, -1.221], [-1.825, 2.207, -2.568], [-1.943, 0.516, -2.180], [-0.366, 1.521, -4.084], [0.774, 1.856, -2.732], [0.211, 0.146, -3.430]],
  "smiles": "Cc1ccccc1.CC",
  "e_homo_ev": -9.0537,
  "lumo_ev": 0.972,
  "orbital_gap_ev": 10.03
}


Going by the computed energies, the most stable comes first: b, a.


## a
{
  "formula": "C9H14",
  "method": "ωB97M-V with the def2-TZVPD basis set",
  "species": ["C", "C", "C", "C", "C", "C", "C", "H", "H", "H", "H", "H", "H", "H", "H", "C", "C", "H", "H", "H", "H", "H", "H"],
  "positions_angstrom": [[-2.739, -1.671, 1.598], [-1.827, 0.112, 0.074], [-1.892, -1.247, 0.432], [-1.006, 0.559, -0.935], [-1.057, -2.160, -0.231], [-0.281, -0.364, -1.688], [-0.261, -1.684, -1.264], [-2.550, 0.730, 0.596], [-0.945, 1.607, -1.202], [-2.530, -2.636, 2.057], [-3.779, -1.753, 1.265], [-1.003, -3.148, 0.205], [0.466, -0.079, -2.415], [0.453, -2.393, -1.673], [-2.623, -0.914, 2.374], [1.973, 1.810, -0.178], [3.366, 1.941, 0.356], [1.887, 1.397, -1.179], [1.468, 1.083, 0.470], [1.437, 2.752, -0.094], [3.492, 2.546, 1.259], [4.007, 2.486, -0.346], [3.945, 1.026, 0.519]],
  "smiles": "Cc1ccccc1.CC",
  "e_homo_ev": -8.9633,
  "lumo_ev": 0.981,
  "orbital_gap_ev": 9.94
}


## b
{
  "formula": "C9H14",
  "method": "ωB97M-V with the def2-TZVPD basis set",
  "species": ["C", "C", "C", "C", "C", "C", "C", "H", "H", "H", "H", "H", "H", "H", "H", "C", "C", "H", "H", "H", "H", "H", "H"],
  "positions_angstrom": [[-3.493, 0.604, 1.121], [-0.016, -0.407, -0.968], [-1.148, -1.190, -1.074], [-0.005, 0.717, -0.184], [-2.267, -0.820, -0.423], [-1.098, 1.118, 0.673], [-2.269, 0.409, 0.400], [0.925, -0.579, -1.543], [-1.201, -1.975, -1.806], [0.967, 1.348, -0.058], [-3.141, -1.358, -0.674], [-1.088, 2.004, 1.343], [-4.335, 0.787, 0.497], [-3.399, 1.600, 1.721], [-3.804, -0.207, 1.949], [3.571, -0.420, -0.117], [4.975, -0.047, 0.256], [3.003, -0.197, 0.761], [3.145, 0.170, -0.955], [3.358, -1.494, -0.318], [5.540, 0.263, -0.590], [5.563, -0.894, 0.593], [4.964, 0.748, 0.973]],
  "smiles": "Cc1ccccc1.CC",
  "e_homo_ev": -8.8385,
  "lumo_ev": 1.006,
  "orbital_gap_ev": 9.84
}


## c
{
  "formula": "C9H14",
  "method": "ωB97M-V with the def2-TZVPD basis set",
  "species": ["C", "C", "C", "C", "C", "C", "C", "H", "H", "H", "H", "H", "H", "H", "H", "C", "C", "H", "H", "H", "H", "H", "H"],
  "positions_angstrom": [[-0.503, 1.759, 0.967], [2.570, -0.230, -0.240], [2.571, 0.179, -1.585], [1.607, 0.312, 0.649], [0.637, 1.303, 0.249], [1.527, 1.035, -2.015], [0.636, 1.584, -1.138], [3.369, -0.951, 0.151], [3.161, -0.340, -2.246], [1.563, 0.163, 1.654], [1.442, 1.177, -3.087], [-0.557, 1.029, 1.816], [-1.464, 1.482, 0.433], [-0.201, 2.214, -1.425], [-0.463, 2.816, 1.281], [-1.325, -1.695, 0.160], [-2.628, -1.600, 0.894], [-0.789, -0.805, 0.315], [-0.701, -2.478, 0.640], [-1.540, -1.879, -0.780], [-3.267, -2.560, 0.464], [-3.207, -0.695, 0.859], [-2.437, -1.822, 1.982]],
  "smiles": "Cc1ccccc1.CC",
  "e_homo_ev": -8.8864,
  "lumo_ev": 0.962,
  "orbital_gap_ev": 9.85
}


## d
{
  "formula": "C9H14",
  "method": "ωB97M-V with the def2-TZVPD basis set",
  "species": ["C", "C", "C", "C", "C", "C", "C", "H", "H", "H", "H", "H", "H", "H", "H", "C", "C", "H", "H", "H", "H", "H", "H"],
  "positions_angstrom": [[2.075, 0.886, 0.948], [-0.509, 0.550, -2.423], [-1.176, 0.759, -1.154], [0.899, 0.425, -2.404], [-0.367, 0.771, -0.053], [1.612, 0.205, -1.269], [1.048, 0.615, -0.110], [-1.149, 0.389, -3.200], [-2.159, 1.184, -1.120], [1.464, 0.394, -3.280], [-0.675, 0.955, 0.946], [2.661, 0.009, -1.202], [2.665, -0.039, 1.077], [1.757, 1.148, 1.918], [2.805, 1.748, 0.499], [-1.870, -1.125, 2.722], [-1.346, -2.323, 2.067], [-2.005, -1.225, 3.757], [-1.184, -0.187, 2.525], [-2.872, -0.955, 2.413], [-0.391, -2.023, 1.580], [-1.029, -3.238, 2.712], [-2.082, -2.737, 1.439]],
  "smiles": "Cc1ccccc1.CC",
  "e_homo_ev": -8.5981,
  "lumo_ev": 0.993,
  "orbital_gap_ev": 9.59
}


Going by the computed energies, the most stable comes first: a, b, c, d.